Record 1
Formula: C60H145N3O14
Source: the Open Molecules 2025 dataset
Level of theory: ωB97M-V with the def2-TZVPD basis set

```
222
Properties=species:S:1:pos:R:3:lowdin_charge:R:1
C -4.5944 -3.1835 -5.5707 -0.0498
C -5.2248 -3.2016 -6.9775 -0.5188
C -4.6340 -4.2691 -7.8693 -0.0578
O -6.5274 -3.5459 -6.6637 -0.0603
H -3.6475 -2.6452 -5.6119 0.0709
H -4.4952 -4.1460 -5.0690 0.0839
H -5.1796 -2.5786 -4.8781 0.0717
H -5.2747 -2.2257 -7.4603 0.1334
H -5.0515 -4.4219 -8.8645 0.0765
H -4.7462 -5.1813 -7.2835 0.0842
H -3.5617 -4.1451 -8.0211 0.0758
H -7.0167 -3.4558 -7.4846 0.0915
C 5.4470 6.7748 -6.5499 -0.0451
C 5.0551 6.6824 -5.0458 -0.5071
C 5.0173 5.2431 -4.4333 -0.0457
O 5.9141 7.5353 -4.4178 -0.0397
H 5.0195 5.9923 -7.1768 0.0664
H 6.5269 6.6864 -6.6685 0.0785
H 5.0734 7.6928 -7.0035 0.0709
H 4.0505 7.0702 -4.8770 0.1214
H 5.9887 4.7486 -4.4293 0.0723
H 4.2846 4.6160 -4.9412 0.0715
H 4.7678 5.2609 -3.3724 0.0637
H 6.0611 7.2982 -3.4992 0.0879
C 3.6473 7.9399 0.2780 -0.0475
C 4.1597 8.2872 1.7372 -0.4326
C 3.7101 7.2082 2.6909 -0.0810
O 5.6307 8.4903 1.7636 -0.0732
H 2.5613 7.9581 0.3704 0.0696
H 4.0133 6.9531 -0.0053 0.0704
H 3.9050 8.6851 -0.4746 0.0677
H 3.6984 9.2097 2.0899 0.1255
H 2.6232 7.1285 2.6710 0.0793
H 3.9816 7.4016 3.7286 0.0771
H 4.0860 6.1905 2.5848 0.0781
H 5.7375 9.3517 1.3534 0.0706
C 5.8687 0.5042 -6.7582 -0.0607
C 6.3291 -0.1350 -5.4444 -0.4927
C 5.6736 -1.4933 -5.2576 -0.0676
O 7.7367 -0.3310 -5.5134 -0.0595
H 5.7916 -0.2535 -7.5379 0.0736
H 6.6353 1.2220 -7.0499 0.0813
H 4.8736 0.9154 -6.5884 0.0776
H 6.1336 0.5655 -4.6325 0.1355
H 4.5845 -1.4854 -5.2138 0.0784
H 6.1249 -2.0437 -4.4321 0.0764
H 5.8588 -2.1454 -6.1111 0.0741
H 7.8942 -0.8696 -6.2923 0.0836
C 6.2736 -4.2826 1.8797 -0.0628
C 6.9298 -3.5365 0.7453 -0.5135
C 6.0891 -2.3099 0.3708 -0.0641
O 8.1608 -3.0326 1.1969 -0.0486
H 6.9294 -5.0497 2.2915 0.0793
H 5.3035 -4.7024 1.6137 0.0844
H 6.1873 -3.6084 2.7318 0.0774
H 7.0336 -4.1972 -0.1154 0.1336
H 5.9230 -1.7070 1.2635 0.0749
H 5.1361 -2.6547 -0.0304 0.0731
H 6.5484 -1.6170 -0.3343 0.0732
H 8.7494 -2.8135 0.4709 0.0933
C 6.9718 3.5821 -0.2006 -0.0316
C 8.1358 4.5766 -0.5002 -0.5322
C 9.1731 4.0622 -1.4085 -0.0691
O 7.7502 5.7884 -1.0578 -0.0536
H 6.0806 4.1466 0.0734 0.0638
H 7.2593 2.9631 0.6493 0.0731
H 6.7408 2.9840 -1.0821 0.0700
H 8.5541 4.9129 0.4484 0.1346
H 9.6139 3.1106 -1.1115 0.0843
H 9.9766 4.7971 -1.3590 0.0837
H 8.8540 3.9639 -2.4461 0.0873
H 7.6693 6.4552 -0.3719 0.0907
C -10.2363 -0.8369 -1.5117 -0.0684
C -8.7833 -1.0841 -1.1208 -0.4399
C -8.1013 0.0812 -0.2652 -0.0349
O -8.7126 -2.3802 -0.4863 -0.0735
H -10.3443 0.0513 -2.1342 0.0757
H -10.8539 -0.5835 -0.6500 0.0755
H -10.7508 -1.7014 -1.9311 0.0741
H -8.1126 -1.2057 -1.9714 0.1200
H -8.7916 0.7570 0.2396 0.0609
H -7.5680 0.7900 -0.8987 0.0619
H -7.4579 -0.3351 0.5099 0.0697
H -8.6817 -2.9924 -1.2252 0.0795
C -3.9370 4.0857 0.1718 -0.0559
C -4.7737 4.4034 -1.0125 -0.4918
C -4.4920 5.8179 -1.6431 -0.0574
O -4.5227 3.4423 -2.0502 -0.0620
H -4.4623 3.2269 0.5899 0.0810
H -3.8999 4.9321 0.8576 0.0809
H -2.9041 3.8124 -0.0437 0.0826
H -5.8380 4.5008 -0.7983 0.1278
H -5.1883 6.0708 -2.4426 0.0686
H -3.5160 5.7958 -2.1278 0.0778
H -4.5782 6.5460 -0.8366 0.0730
H -4.9986 3.7223 -2.8355 0.0794
C 5.4291 -0.8762 6.6351 -0.0712
C 5.2058 0.3450 5.8366 -0.5217
C 4.0013 1.1917 6.2449 -0.0505
O 6.3332 1.2040 5.8442 -0.0531
H 5.8984 -0.7848 7.6146 0.0851
H 6.1218 -1.6034 6.2115 0.0759
H 4.4766 -1.3610 6.8488 0.0814
H 5.0784 0.1302 4.7756 0.1312
H 3.0685 0.6761 6.0163 0.0777
H 4.1212 2.0884 5.6370 0.0763
H 3.9925 1.5674 7.2681 0.0817
H 7.0547 0.7103 5.4475 0.0870
C 1.4181 -5.9509 -4.1413 -0.0500
C 1.1828 -6.5030 -5.5836 -0.4566
C 0.9023 -8.0538 -5.6146 -0.0521
O -0.0066 -5.9142 -6.1379 -0.0759
H 1.4292 -4.8645 -4.2298 0.0655
H 2.2209 -6.4468 -3.5958 0.0755
H 0.5210 -6.0443 -3.5292 0.0737
H 1.9775 -6.3808 -6.3196 0.1225
H 0.4468 -8.3186 -6.5688 0.0742
H 0.1547 -8.2326 -4.8418 0.0723
H 1.8830 -8.4689 -5.3821 0.0738
H 0.0896 -4.9590 -6.1325 0.0750
C 1.2586 -1.4367 -9.2407 -0.0589
C 0.3040 -0.5726 -8.4705 -0.5255
C -0.9747 -0.3357 -9.1591 -0.0649
O 0.1617 -1.3286 -7.2634 -0.0672
H 2.2416 -1.5461 -8.7826 0.0774
H 1.3821 -1.1232 -10.2773 0.0818
H 0.8212 -2.4351 -9.2460 0.0856
H 0.7435 0.3395 -8.0666 0.1372
H -0.9550 0.3248 -10.0259 0.0877
H -1.7069 0.1027 -8.4810 0.0784
H -1.4479 -1.2868 -9.4032 0.0869
H -0.1412 -0.6812 -6.6226 0.0821
C -4.8438 1.5134 4.9874 -0.0495
C -4.0462 2.1574 6.1315 -0.4902
C -3.0421 1.0856 6.6273 -0.1415
C -1.9671 1.6331 7.5671 -0.1839
C -1.2281 2.7908 6.9287 -0.1236
C -2.1884 3.9191 6.5006 -0.5169
N -3.3219 3.3839 5.6852 -0.1324
O -4.1443 4.3884 5.2211 -0.0032
C -2.7452 4.7496 7.7288 -0.0089
C -1.3996 4.8217 5.6738 -0.0827
C -5.0090 2.4608 7.2773 -0.0263
H -4.1756 1.3030 4.1524 0.0766
H -5.6251 2.1633 4.5933 0.0775
H -5.3605 0.5714 5.1710 0.0875
H -3.6576 0.3543 7.1513 0.1165
H -2.6066 0.6643 5.7212 0.1144
H -1.3586 0.7792 7.8649 0.1083
H -2.4342 1.8316 8.5317 0.1033
H -0.6658 2.4937 6.0435 0.1224
H -0.6085 3.2528 7.6973 0.1237
H -3.7309 5.1394 7.4748 0.0695
H -2.9073 4.0267 8.5284 0.0675
H -2.0446 5.5345 8.0137 0.0825
H -1.1018 4.3925 4.7171 0.0918
H -1.9733 5.7432 5.5743 0.0885
H -0.4334 5.1709 6.0377 0.0929
H -4.8558 1.7881 8.1212 0.0824
H -6.0055 2.2975 6.8669 0.0752
H -5.0830 3.4938 7.6173 0.0704
H -3.8614 4.2196 4.3194 0.1074
C -5.3181 -7.8257 3.7117 -0.0260
C -4.5572 -6.5927 3.2199 -0.4925
C -5.4537 -5.3354 3.1096 -0.1391
C -5.7481 -4.7268 4.4760 -0.1919
C -4.4997 -4.5051 5.3082 -0.1427
C -3.5394 -5.7021 5.3317 -0.4694
N -3.3435 -6.2441 3.9929 -0.1189
O -2.3274 -7.2157 4.0018 -0.0135
C -2.1658 -5.1086 5.8096 -0.0475
C -3.9496 -6.7794 6.4136 -0.0141
C -4.0858 -6.8106 1.7590 -0.0449
H -5.8684 -7.8439 4.6524 0.0714
H -4.4882 -8.5238 3.8221 0.0815
H -5.9819 -8.2393 2.9525 0.0854
H -4.9671 -4.6150 2.4522 0.1144
H -6.4577 -5.5373 2.7363 0.1225
H -6.4106 -5.4455 4.9584 0.1025
H -6.3466 -3.8177 4.4163 0.1127
H -4.9224 -4.2902 6.2897 0.1193
H -4.0264 -3.5576 5.0509 0.1123
H -1.8573 -4.2672 5.1892 0.0763
H -2.1047 -4.8919 6.8761 0.0798
H -1.2678 -5.7197 5.7188 0.0680
H -3.6120 -6.5853 7.4317 0.0772
H -5.0360 -6.8428 6.3517 0.0588
H -3.5623 -7.7474 6.0958 0.0749
H -4.9222 -6.9322 1.0708 0.0851
H -3.4032 -7.6603 1.7719 0.0762
H -3.5289 -5.9999 1.2892 0.0797
H -1.6291 -6.6112 3.7399 0.1025
C 1.0705 2.5306 -1.1234 -0.0241
C 0.9083 0.9907 -0.7940 -0.4489
C 1.3352 0.7837 0.6918 -0.1482
C 1.0386 -0.6044 1.1927 -0.1997
C -0.3922 -0.9944 0.9824 -0.1289
C -0.9127 -0.8127 -0.4469 -0.4800
N -0.4858 0.5013 -0.9459 -0.1652
O -0.9298 0.8824 -2.1681 -0.0118
C -0.4290 -1.9888 -1.3137 -0.0324
C -2.4718 -0.7118 -0.4762 -0.0284
C 1.8394 0.1673 -1.7550 -0.0300
H 0.5639 3.1935 -0.4220 0.0742
H 0.8594 2.7239 -2.1752 0.0735
H 2.1052 2.8296 -0.9561 0.0727
H 2.3813 1.0661 0.8102 0.1177
H 0.7616 1.5645 1.1913 0.1113
H 1.4475 -0.7245 2.1960 0.1130
H 1.7952 -1.2088 0.6922 0.1033
H -0.9726 -0.5400 1.7854 0.1246
H -0.4243 -2.0783 1.0925 0.1173
H -0.2953 -1.6540 -2.3423 0.0830
H 0.4595 -2.4727 -0.9081 0.0725
H -1.1919 -2.7670 -1.2935 0.0797
H -2.9712 -0.6765 -1.4444 0.0805
H -2.8988 -1.5643 0.0520 0.0775
H -2.8479 0.1296 0.1058 0.0774
H 1.8788 -0.9145 -1.6274 0.0603
H 2.8599 0.5054 -1.5749 0.0727
H 1.6642 0.4893 -2.7815 0.0766
H -1.6778 1.4311 -1.9212 0.1060
```

## Properties
Gap between HOMO and LUMO, eV: 8.0
Multiplicity: 1
DFT total energy, eV: -97697.579
Molar mass, g mol⁻¹: 1132.83

---

Record 2
Formula: C3H13NO2S
Source: the Open Molecules 2025 dataset
Level of theory: ωB97M-V with the def2-TZVPD basis set

```
20
Properties=species:S:1:pos:R:3:nbo_charge:R:1
C -0.7195 -1.3968 1.6203 -0.6222
C -0.1680 -1.0474 0.2501 -0.0824
N 0.2616 -2.3108 -0.3716 -0.8140
C -1.1195 -0.1658 -0.5811 -0.5758
S -0.3659 0.3902 -2.0746 -0.0597
H -1.2822 -0.6247 2.1152 0.2226
H -0.0221 -2.1130 2.1349 0.2359
H -1.4793 -2.1273 1.3655 0.1896
H 0.6696 -0.4657 0.5629 0.2031
H -0.5193 -2.8901 -0.7340 0.3530
H 0.6793 -1.8851 -1.1602 0.3478
H -2.0803 -0.7852 -0.8578 0.2078
H -1.5255 0.7300 0.0039 0.2639
H -0.8560 1.7314 -2.1347 0.1626
O 0.3237 2.1292 1.3538 -0.9718
H 0.7154 2.6585 0.6264 0.5037
H 0.9115 1.8007 1.9446 0.4700
O 2.1616 2.3234 -0.9741 -0.9918
H 2.8242 2.4968 -1.6663 0.4736
H 1.5907 1.5518 -1.4232 0.4843
```

## Properties
Gap between HOMO and LUMO, eV: 9.9
Multiplicity: 1
DFT total energy, eV: -19741.106
Molar mass, g mol⁻¹: 127.21

---

Record 3
Formula: C4H14N4
Source: the Open Molecules 2025 dataset
Level of theory: ωB97M-V with the def2-TZVPD basis set

```
22
Properties=species:S:1:pos:R:3:nbo_charge:R:1
C -0.9796 -2.2624 -0.4340 -0.4299
C 1.6651 -0.0404 1.1998 -0.6822
N -0.3779 -1.3115 0.5153 -0.6603
C 0.8474 -0.4843 0.0184 0.5083
N 1.3875 -0.6396 -1.1286 -0.7818
H -0.1830 -1.7334 1.4182 0.3978
H 0.7768 -1.0602 -1.8218 0.3429
H -1.3744 -1.6830 -1.2661 0.2447
H -0.2333 -2.9738 -0.7876 0.2063
H -1.7857 -2.8016 0.0622 0.2112
H 2.3073 -0.8613 1.5319 0.2219
H 1.0417 0.2828 2.0344 0.2115
H 2.2982 0.7908 0.8975 0.2483
C -0.2271 2.3417 0.3870 -0.4277
N -0.6888 1.0144 0.0503 -0.5621
N -1.0891 0.9110 -1.3196 -0.7155
H -1.0165 -0.3257 0.6385 0.4828
H -1.8004 1.6115 -1.5278 0.3344
H -0.2757 1.1085 -1.9141 0.3272
H 0.6626 2.6210 -0.2048 0.1634
H -0.9958 3.1087 0.2061 0.1692
H 0.0406 2.3868 1.4448 0.1896
```

## Properties
Gap between HOMO and LUMO, eV: 8.0
Multiplicity: 1
DFT total energy, eV: -10331.914
Molar mass, g mol⁻¹: 118.18

---

Record 4
Formula: C6H9NO
Source: the Open Molecules 2025 dataset
Level of theory: ωB97M-V with the def2-TZVPD basis set

```
17
Properties=species:S:1:pos:R:3:nbo_charge:R:1
C -1.5505 -0.4240 0.1746 -0.3971
C -0.7459 0.9149 0.2767 -0.1007
C -0.4278 -0.6885 -0.9070 -0.0923
C 0.9002 -0.9447 -0.1492 0.0687
C 1.7056 0.3294 0.0737 -0.4213
C 0.5469 0.5496 1.0490 0.0659
H -2.5491 -0.3645 -0.2182 0.2023
H -1.5992 -1.1103 1.0061 0.2210
H -1.0544 1.9323 0.5556 0.2109
H -1.3764 0.9574 -1.7205 0.3499
H -0.5755 -1.3841 -1.7365 0.2047
H 1.3978 -1.8536 -0.4216 0.1951
H 2.5613 -0.0105 0.6830 0.2163
H 1.9263 1.0666 -0.6834 0.2249
H 0.7217 1.1473 1.9539 0.1978
N -0.4874 0.7848 -1.2340 -0.6169
O 0.6064 -0.9018 1.2978 -0.5292
```

## Properties
Gap between HOMO and LUMO, eV: 9.8
Multiplicity: 1
DFT total energy, eV: -9902.210
Molar mass, g mol⁻¹: 111.14

---

ΔE to the lowest compared entry with this formula, charge and spin / kcal per mole: 75.1 30.8 89.7 78.3
LUMO level / hartree: 0.002 0.019 0.029 0.038